# C7H10O3

A cluster of 2 separate species, C7H10O3 in total in a non-equilibrium geometry (wB97M-V/def2-TZVPD, OMol25).

Last column: Mulliken charge in e.
Cartesian coordinates (Å):
C: 1.36635 -0.66748 1.29847  -0.641
C: 0.79829 -0.39360 0.12207  0.730
C: 0.66002 0.76121 -0.64793  -0.612
C: 1.00711 -2.07432 1.67199  -0.146
C: 0.53280 -2.59816 0.31055  -0.509
C: -2.51525 1.93948 -1.16137  -0.854
C: -1.22082 2.56629 -1.25607  0.447
O: 1.41992 1.87621 -0.28144  -0.544
O: 0.11380 -1.52363 -0.48465  -0.405
O: -0.57670 3.43321 -1.65115  -0.342
H: 1.43764 0.22576 1.94926  0.233
H: 0.49842 0.58076 -1.67646  0.535
H: 1.99780 -2.59023 2.05891  0.231
H: 0.16469 -2.15850 2.42659  0.230
H: 1.32665 -3.16701 -0.18018  0.262
H: -0.41077 -3.22839 0.36348  0.249
H: -2.40575 0.87047 -1.13688  0.253
H: -3.28909 2.31078 -1.95251  0.295
H: -2.85749 2.28352 -0.22597  0.293
H: 1.95238 1.55365 0.45330  0.293

Its energy is -13558.39735 eV. The calculation puts the molar mass at 142.15 g mol⁻¹. The LUMO energy (alpha / beta) comes out at -0.043 / 0.567 eV. The value obtained for the HOMO energy (alpha / beta) is -0.2433 / -0.2672 hartree. Its net charge is 0.



# C38H53AsCl2N5OY

A structure of composition C38H53AsCl2N5OY (wB97M-V/def2-TZVPD, OMol25).

Last column: Mulliken charge in e.
Cartesian coordinates (Å):
Y: -0.87230 -0.61965 0.51599  -0.442
N: -2.66850 0.24920 -1.10470  -0.390
C: -2.25690 0.84614 -2.38269  -0.873
C: -0.78760 1.23831 -2.31745  -0.277
N: 0.04766 0.13057 -1.81379  -0.115
C: 0.24429 -0.96829 -2.77799  -0.841
C: -0.73735 -2.11288 -2.56823  -0.786
N: -0.66519 -2.54574 -1.17502  -0.466
H: -3.42148 -0.42421 -1.19860  0.344
H: -3.02424 0.96976 -0.48083  0.039
H: -2.84750 1.72765 -2.64507  0.487
H: -2.41751 0.11880 -3.17859  0.399
H: -0.65556 2.06725 -1.62165  0.130
H: -0.44948 1.57074 -3.30651  0.472
H: 0.95555 0.53483 -1.61693  0.178
H: 1.25379 -1.36295 -2.63158  0.435
H: 0.18959 -0.60128 -3.80921  0.436
H: -0.50574 -2.90981 -3.28267  0.436
H: -1.75918 -1.79428 -2.76607  0.335
H: 0.16701 -3.09825 -0.99353  0.206
H: -1.46421 -3.10528 -0.88886  0.325
C: 2.86536 -0.53937 1.46713  -1.261
C: 2.47242 -0.49420 2.93216  -0.696
O: 1.42055 0.41251 3.19307  0.270
C: 1.87962 1.70445 3.58794  0.095
C: 2.47151 1.73712 4.98496  -1.287
H: 3.81144 -1.08687 1.40356  0.591
H: 3.03999 0.47372 1.10174  0.574
H: 2.33010 -1.32873 -0.31678  0.401
H: 3.37102 -0.22760 3.49603  0.355
H: 2.15578 -1.47939 3.27436  0.520
H: 1.00181 2.34642 3.53698  -0.128
H: 2.59881 2.08506 2.85233  0.269
H: 1.72513 1.42416 5.71148  0.113
H: 2.78378 2.75612 5.22110  0.444
H: 3.34724 1.09438 5.08556  0.432
Cl: 3.83545 -3.57897 0.29322  -0.243
C: 2.29789 -3.59382 1.15337  0.267
C: 1.91456 -4.74694 1.81272  -0.471
C: 0.67672 -4.77118 2.45011  -0.788
C: -0.16745 -3.66834 2.37833  -0.786
C: 0.20824 -2.49688 1.71755  0.932
Cl: -3.03782 -2.05238 0.95638  -0.480
C: 1.46474 -2.48205 1.11741  -1.158
N: 1.85682 -1.18840 0.57378  0.529
H: 2.57495 -5.60312 1.82329  0.435
H: 0.37326 -5.66838 2.97680  0.366
H: -1.15324 -3.72908 2.82866  0.407
C: -6.91121 6.00507 0.95796  -1.580
C: -5.82342 4.99425 1.19810  0.609
C: -5.87528 4.11600 2.27039  -1.075
C: -4.87357 3.18259 2.50803  0.847
C: -5.03967 2.26205 3.69116  -1.747
C: -3.75125 3.13062 1.65781  -0.736
As: -2.47702 1.69020 2.13731  1.491
N: -0.95202 1.66970 1.11170  0.919
C: 0.01056 2.65061 1.01230  0.907
C: 1.23399 2.35267 0.38486  0.564
C: 2.24389 3.29170 0.25805  -0.634
C: 2.08447 4.57708 0.75724  -1.267
C: 0.88194 4.89687 1.37520  -1.131
C: -0.13100 3.96110 1.49260  -0.132
C: -1.85214 2.16774 3.95349  1.281
C: -1.74441 3.43046 4.55112  1.703
C: -2.21043 4.74492 3.96795  -2.087
C: -1.21895 3.53213 5.84270  -1.023
C: -0.83186 2.42900 6.57737  0.856
C: -0.23739 2.56598 7.95114  -1.702
C: -1.00019 1.17799 5.99632  -0.919
C: -1.49887 1.02491 4.71179  -0.177
C: -1.69361 -0.39076 4.22454  -1.735
C: -3.71793 3.96938 0.53460  1.456
C: -2.62742 3.94778 -0.50673  -1.075
C: -4.74517 4.88856 0.33520  -0.688
H: -7.66425 5.96650 1.74403  0.359
H: -7.40993 5.82504 0.00394  0.341
H: -6.50471 7.01735 0.92803  0.330
H: -6.72591 4.15003 2.94308  0.335
H: -6.06738 2.29910 4.05011  0.515
H: -4.38147 2.53807 4.51701  0.297
H: -4.81169 1.22520 3.43062  0.318
H: 1.41488 1.33474 0.06523  -0.663
H: 3.17692 3.00926 -0.21800  0.390
H: 2.87546 5.30893 0.66571  0.361
H: 0.72527 5.89406 1.77014  0.474
H: -1.06661 4.23986 1.95361  0.407
H: -2.63300 4.67125 2.97404  -0.018
H: -1.38506 5.45971 3.94623  0.427
H: -2.98648 5.16621 4.61154  0.541
H: -1.13298 4.52044 6.28441  0.391
H: -0.43323 3.55187 8.37153  0.405
H: 0.84616 2.42686 7.91692  0.278
H: -0.64088 1.81479 8.63098  0.374
H: -0.73555 0.29076 6.56213  0.286
H: -1.38912 -1.09190 5.00160  0.444
H: -1.09473 -0.64089 3.34640  0.100
H: -2.73479 -0.59631 3.96978  0.314
H: -2.01464 3.05521 -0.43121  -1.167
H: -1.96146 4.80609 -0.40203  0.426
H: -3.06989 3.99779 -1.50410  0.625
H: -4.69512 5.53772 -0.53444  0.450

Its energy is -136695.26693 eV. The calculation puts the molar mass at 830.61 g mol⁻¹. The LUMO energy comes out at 0.174 eV. The value obtained for the HOMO energy is -0.2678 hartree. Its net charge is 0.



# C5H28O9

A cluster of 9 separate species, C5H28O9 in total in a non-equilibrium geometry (wB97M-V/def2-TZVPD, OMol25).

Last column: Mulliken charge in e.
Cartesian coordinates (Å):
C: 0.25355 -1.02021 2.84206  -1.108
C: -1.00990 -0.22534 2.45252  -0.488
C: -1.32688 -0.46362 0.96705  0.132
C: -2.67544 0.06929 0.54995  -0.484
C: -3.26685 -0.58625 -0.70696  -0.819
O: -2.33460 -0.50943 -1.79012  -0.407
H: 0.18840 -2.01708 2.40799  0.315
H: 0.39729 -1.10087 3.91389  0.392
H: 1.10381 -0.56710 2.32607  0.125
H: -0.97919 0.83730 2.67169  0.294
H: -1.78512 -0.73463 3.01887  0.379
H: -1.23507 -1.52834 0.75445  0.386
H: -0.53896 0.05873 0.41777  -0.229
H: -2.65351 1.14910 0.38446  0.226
H: -3.49175 -0.09105 1.23853  0.359
H: -4.24904 -0.15767 -0.91759  0.499
H: -3.57708 -1.59902 -0.40466  0.314
H: -2.89236 -0.46968 -2.56141  0.232
O: 1.78763 -3.85758 -1.81165  -0.646
H: 1.28788 -3.25397 -2.38412  0.339
H: 2.02058 -3.38000 -1.01544  0.296
O: 2.83912 1.82112 -0.06540  -0.627
H: 3.04529 1.07054 0.52461  0.388
H: 2.99178 2.60377 0.46504  0.288
O: -0.05900 -1.66484 -2.86621  -0.637
H: 0.13540 -0.84920 -3.32414  0.255
H: -0.61552 -1.55622 -2.08951  0.382
O: 0.64159 0.82551 -1.62757  -0.517
H: -0.30963 0.87445 -1.48255  0.265
H: 1.00762 1.65251 -1.29589  0.145
O: -2.15545 3.98778 0.55482  -0.647
H: -2.10556 3.92011 -0.40186  0.282
H: -1.29154 3.70832 0.89611  0.401
O: 3.67518 -0.62871 0.71972  -0.700
H: 2.83382 -0.86332 0.32003  0.311
H: 4.28219 -0.93860 0.03705  0.327
O: 2.75099 -1.23110 -1.78193  -0.546
H: 2.97465 -1.62806 -2.62623  0.292
H: 2.25427 -0.43111 -2.00779  0.274
O: 0.42907 3.21928 1.22164  -0.677
H: 0.86594 2.84353 1.99279  0.308
H: 0.78643 2.71165 0.48388  0.325

Its energy is -24066.98499 eV. The calculation puts the molar mass at 232.27 g mol⁻¹. The SMILES is CCCCCO.O.O.O.O.O.O.O.O. The LUMO energy comes out at 0.082 eV. The value obtained for the HOMO energy is -0.3887 hartree. Its net charge is 0.



# C4H9N3O

An isolated molecule of C4H9N3O in a non-equilibrium geometry (wB97M-V/def2-TZVPD, OMol25).

Last column: Mulliken charge in e.
Cartesian coordinates (Å):
H: 0.74816 3.12928 -0.16782  0.308
N: -0.06103 3.10218 0.45662  -0.640
C: -0.53105 1.95284 0.60301  -0.002
N: 0.10611 0.68136 0.03306  0.168
N: 1.07881 0.94411 -0.92845  -0.729
C: -0.84980 -0.34014 -0.25428  -0.306
O: -1.80166 -0.51530 0.72787  -0.514
C: 0.03121 -1.73496 -0.43391  -0.120
C: 0.78804 -2.22986 0.53058  -0.743
H: -1.39134 1.79446 1.24731  0.389
H: 1.82933 0.26509 -0.85042  0.271
H: 0.71529 0.95173 -1.88173  0.213
H: -1.39261 -0.16322 -1.19488  0.379
H: -1.35392 -0.68390 1.56779  0.413
H: -0.08004 -2.26922 -1.37012  0.332
H: 1.25089 -3.20366 0.45903  0.311
H: 0.91360 -1.68080 1.45632  0.270

Its energy is -10809.18807 eV. The calculation puts the molar mass at 115.14 g mol⁻¹. The SMILES is [H]/N=C\N(N)[C@H](O)C=C. The LUMO energy comes out at 0.865 eV. The value obtained for the HOMO energy is -0.3393 hartree. Its net charge is 0.



Question: Which value of net charge does entry 4 give?
Answer: 0



Question: Which of these has the lowest molar mass?
Answer: C4H9N3O



Question: What is the energy in the fourth record?
Answer: -10809.18807 eV